No. 1
Density functional theory data (ωB97M-V/def2-TZVPD) for C2H4N2O2 in the gas phase at a distorted geometry.

Last column: Mulliken charge in e.
Element x y z (Å)
O 1.061 -1.625 -0.164  -0.522
O 0.837 1.739 0.742  -0.415
N -0.665 0.362 -0.530  -0.483
N 0.349 0.443 0.551  0.279
C -1.490 -0.587 -0.648  -0.205
C 1.281 -0.505 0.297  0.096
H 2.278 -0.169 0.624  0.357
H -2.378 -0.351 -1.220  0.278
H 0.044 2.294 0.656  0.361
H -1.317 -1.601 -0.309  0.253

Output
HOMO = -9.76 eV
LUMO energy = 0.026 Ha
Orbital gap = 10.457 eV
SMILES string = C=NN(O)C=O
Spin multiplicity = 1


No. 2
Density functional theory data (ωB97M-V/def2-TZVPD) for C2H4N2O2 in the gas phase at a distorted geometry.

Last column: Mulliken charge in e.
Element x y z (Å)
O 3.073 -0.828 -0.078  -0.403
O 2.317 1.160 -0.203  -0.700
N 2.220 -0.009 0.000  0.740
N -0.117 0.728 0.737  -0.448
C 0.610 -0.442 0.635  -0.111
C -0.317 -0.110 -0.441  -0.309
H 0.675 1.467 0.739  0.371
H 0.127 -0.026 -1.450  0.256
H 0.549 -1.173 1.431  0.364
H -1.402 -0.537 -0.439  0.241

Output
HOMO (alpha / beta) = -6.80 / -10.68 eV
LUMO energy (alpha / beta) = 0.037 / -0.125 Ha
Orbital gap (alpha / beta) = 7.791 / 7.291 eV
Spin multiplicity = 3


No. 3
Density functional theory data (ωB97M-V/def2-TZVPD) for C2H4N2O2 in the gas phase at a distorted geometry.

Last column: Mulliken charge in e.
Element x y z (Å)
O 0.620 1.349 0.089  -0.477
O -2.195 -0.675 0.285  -0.446
N 0.572 -0.991 -0.400  0.073
N 1.419 -1.099 0.480  -0.569
C -0.054 0.296 -0.501  0.262
C -1.586 0.340 0.064  -0.028
H 1.213 1.047 0.719  0.300
H -0.016 0.484 -1.535  0.234
H 1.913 -2.053 0.482  0.256
H -1.887 1.303 0.317  0.395

Output
HOMO (alpha / beta) = -7.26 / -9.85 eV
LUMO energy (alpha / beta) = 0.030 / -0.068 Ha
Orbital gap (alpha / beta) = 8.082 / 7.994 eV
Spin multiplicity = 3


No. 4
Density functional theory data (ωB97M-V/def2-TZVPD) for C2H4N2O2S in the gas phase at a distorted geometry.

Last column: Mulliken charge in e.
Element x y z (Å)
S 2.207 -0.641 2.320  -0.363
O 0.152 0.499 1.234  -0.265
O -2.034 0.930 -1.460  -0.392
N 1.228 -1.051 -0.104  -0.261
N -0.945 0.360 -0.824  -0.387
C 1.168 -0.417 1.059  0.232
C -0.810 0.840 0.351  0.083
H 0.523 -0.883 -0.845  0.373
H -2.002 0.518 -2.308  0.352
H 1.986 -1.730 -0.205  0.193
H -1.473 1.575 0.782  0.435

Output
HOMO = -8.64 eV
LUMO energy = 0.023 Ha
Orbital gap = 9.254 eV
SMILES string = NC(=S)O/C=N/O
Spin multiplicity = 1


No. 5
Density functional theory data (ωB97M-V/def2-TZVPD) for C2H4N2O2S in the gas phase at a distorted geometry.

Last column: Mulliken charge in e.
Element x y z (Å)
S -2.707 0.302 0.669  -0.188
O -1.084 -1.763 -0.485  -0.596
O -0.334 1.493 0.457  -0.499
N 0.986 -0.912 -0.334  -0.120
N 2.040 0.139 -0.552  -0.585
C -1.013 0.537 0.329  0.659
C -0.387 -0.765 -0.310  0.262
H 1.407 1.044 -0.803  0.299
H 2.718 0.312 0.375  0.278
H 1.237 -1.782 -0.957  0.310
H -2.864 1.396 1.609  0.181

Output
HOMO = -9.57 eV
LUMO energy = -0.004 Ha
Orbital gap = 9.461 eV
SMILES string = NNC(=O)C(=O)S
Spin multiplicity = 1


No. 6
Density functional theory data (ωB97M-V/def2-TZVPD) for C2H4N2O3 in the gas phase at a distorted geometry.

Last column: Mulliken charge in e.
Element x y z (Å)
O -2.670 -0.693 -0.036  -0.397
O -0.020 -0.267 0.308  -0.306
O 1.529 1.317 -0.058  -0.601
N -2.176 0.655 -0.034  -0.287
N 2.182 -0.855 -0.091  -0.431
C -0.982 0.747 0.050  0.129
C 1.219 0.118 -0.005  0.689
H -3.668 -0.487 -0.347  0.378
H 2.166 -1.946 0.017  0.251
H 3.111 -0.448 -0.026  0.262
H -0.692 1.859 0.224  0.312

Output
HOMO = -10.37 eV
LUMO energy = 0.024 Ha
Orbital gap = 11.013 eV
SMILES string = NC(=O)O/C=N\O
Spin multiplicity = 1


| no. | E_tot (hartree) |
| --- | --- |
| 1 | -338.46679 |
| 2 | -338.27514 |
| 3 | -338.42392 |
| 4 | -736.72589 |
| 5 | -736.71472 |
| 6 | -413.76797 |